## 1
The following is a DFT calculation (wB97M-V/def2-TZVPD) of C3H5FS in the gas phase.

The SMILES is C/C(F)=C\S. The value obtained for the HOMO energy is -9.506 eV. Its frontier orbital gap is 10.28 eV.

Each line ends with the Löwdin charge.
Cartesian coordinates (Å):
C: -0.280 -0.518 -1.247  -0.04
C: 0.330 -0.529 0.114  -0.42
F: 1.351 -1.428 0.128  0.02
C: 0.116 0.106 1.257  -0.48
S: -0.798 1.629 1.460  0.68
H: 0.273 -0.284 -2.109  0.05
H: -1.104 0.292 -1.329  0.10
H: -0.890 -1.489 -1.425  0.12
H: 0.735 -0.178 2.125  0.08
H: 0.266 2.398 1.026  -0.11

=====

## 2
The following is a DFT calculation (wB97M-V/def2-TZVPD) of 2 unconnected molecules or ions with the total composition C3H5FS.

The value obtained for the HOMO energy is -8.788 eV. Its frontier orbital gap is 8.65 eV.

Each line ends with the Löwdin charge.
Cartesian coordinates (Å):
C: -0.893 -2.062 0.287  -0.49
C: 0.726 1.891 0.378  0.00
C: -0.266 1.116 -0.026  -0.26
F: -0.720 0.951 -1.332  -0.04
S: 0.242 -2.628 -0.750  0.69
H: -1.480 -2.909 0.769  -0.05
H: 1.129 1.953 1.394  0.06
H: 0.842 -1.322 -0.994  -0.08
H: 1.210 2.459 -0.499  0.09
H: -0.789 0.550 0.773  0.08

=====

Unit: kJ/mol. Relative energies: 1 0.0; 2 319.5.

=====

## 1
The following is a DFT calculation (wB97M-V/def2-TZVPD) of C4H7FO in the gas phase.

The SMILES is C[C@H](F)[C@H]1CO1. The value obtained for the HOMO energy is -10.310 eV. Its frontier orbital gap is 11.41 eV.

Each line ends with the Löwdin charge.
Cartesian coordinates (Å):
C: 1.459 1.183 0.020  -0.03
C: 0.788 -0.160 0.378  -0.40
F: 1.533 -1.199 -0.161  -0.01
C: -0.514 -0.112 -0.270  -0.29
C: -1.966 -0.532 0.194  -0.06
O: -1.570 0.810 -0.110  -0.06
H: 0.766 1.876 0.696  0.12
H: 1.284 1.552 -1.182  0.16
H: 2.472 1.108 0.347  0.05
H: 0.714 -0.325 1.390  0.12
H: -0.263 -0.332 -1.319  0.15
H: -2.269 -0.805 1.186  0.09
H: -2.537 -1.042 -0.714  0.14

=====

## 2
The following is a DFT calculation (wB97M-V/def2-TZVPD) of C4H7FO in the gas phase.

The SMILES is C/C(=C\F)CO. The value obtained for the HOMO energy is -9.392 eV. Its frontier orbital gap is 10.25 eV.

Each line ends with the Löwdin charge.
Cartesian coordinates (Å):
C: -0.174 1.559 -0.050  -0.05
C: -0.088 0.124 -0.327  -0.30
C: -1.043 -0.779 -0.107  -0.12
F: -2.236 -0.312 0.266  0.02
C: 1.301 -0.451 -0.554  -0.24
O: 2.131 -0.240 0.594  -0.07
H: -0.960 2.090 -0.589  0.08
H: 0.832 2.037 -0.270  0.11
H: -0.510 1.581 1.039  0.11
H: -0.941 -1.847 -0.182  0.12
H: 1.267 -1.443 -0.984  0.11
H: 1.776 0.166 -1.330  0.12
H: 1.639 -0.570 1.396  0.12

=====

## 3
The following is a DFT calculation (wB97M-V/def2-TZVPD) of 2 unconnected molecules or ions with the total composition C4H7FO.

The SMILES is C=C(O)F.C=C. The value obtained for the HOMO energy is -8.985 eV. Its frontier orbital gap is 9.69 eV.

Each line ends with the Löwdin charge.
Cartesian coordinates (Å):
C: -1.081 -0.991 -0.308  0.10
C: -2.197 -0.221 -0.226  -0.49
O: -2.193 1.101 -0.262  0.09
F: -3.406 -0.691 0.004  0.11
H: -0.160 -0.597 -0.453  -0.01
H: -1.126 -2.024 -0.340  0.04
H: -3.035 1.526 -0.524  0.14
C: 1.758 0.487 0.813  -0.08
C: 2.626 0.092 -0.088  -0.07
H: 1.009 1.187 0.473  0.06
H: 1.646 -0.111 1.648  0.03
H: 2.675 0.794 -0.863  0.03
H: 3.483 -0.552 0.126  0.06

=====

Unit: kJ/mol. Relative energies: 1 150.6; 2 0.0; 3 108.9.

=====

## 1
The following is a DFT calculation (wB97M-V/def2-TZVPD) of 11 unconnected molecules or ions with the total composition C22H66O22.

The SMILES is OCCO.OCCO.OCCO.OCCO.OCCO.OCCO.OCCO.OCCO.OCCO.OCCO.OCCO. The value obtained for the HOMO energy is -9.805 eV. Its frontier orbital gap is 9.82 eV.

Each line ends with the Löwdin charge.
Cartesian coordinates (Å):
O: 0.228 3.420 -0.859  -0.08
C: -0.156 3.993 -2.054  -0.23
C: -0.939 5.266 -1.709  -0.25
O: -2.111 4.996 -1.019  -0.05
H: 1.098 3.708 -0.574  0.09
H: 0.717 4.187 -2.658  0.12
H: -0.872 3.297 -2.493  0.12
H: -1.172 5.757 -2.653  0.12
H: -0.342 5.979 -1.138  0.12
H: -1.947 4.471 -0.232  0.07
O: 0.627 -1.725 3.287  -0.09
C: 1.958 -1.436 2.902  -0.24
C: 2.820 -2.562 2.357  -0.25
O: 3.170 -3.555 3.280  -0.04
H: 0.099 -2.085 2.538  0.03
H: 1.971 -0.643 2.159  0.10
H: 2.405 -1.031 3.822  0.13
H: 3.685 -2.021 2.005  0.11
H: 2.400 -3.080 1.459  0.12
H: 2.404 -3.853 3.757  0.08
O: -3.638 -2.714 4.188  -0.04
C: -2.700 -2.419 3.166  -0.24
C: -2.340 -0.945 3.198  -0.23
O: -3.502 -0.182 2.856  -0.07
H: -4.342 -3.224 3.784  0.09
H: -1.765 -2.919 3.364  0.10
H: -3.095 -2.698 2.167  0.13
H: -1.608 -0.774 2.384  0.09
H: -1.907 -0.628 4.169  0.14
H: -4.174 -0.544 3.410  0.07
O: 6.401 1.099 -1.752  -0.06
C: 5.358 0.403 -1.083  -0.26
C: 5.021 -0.938 -1.705  -0.24
O: 4.260 -1.712 -0.781  -0.08
H: 5.941 1.569 -2.463  0.09
H: 5.616 0.296 -0.030  0.13
H: 4.437 0.968 -1.057  0.10
H: 6.007 -1.371 -1.916  0.12
H: 4.527 -0.896 -2.663  0.11
H: 4.128 -2.582 -1.156  0.05
O: -2.539 -3.996 -0.344  -0.06
C: -1.447 -4.755 0.131  -0.22
C: -0.261 -3.837 0.093  -0.22
O: -0.411 -2.846 1.088  -0.09
H: -3.220 -4.623 -0.630  0.11
H: -1.532 -5.074 1.158  0.12
H: -1.296 -5.647 -0.449  0.12
H: -0.112 -3.467 -0.919  0.09
H: 0.586 -4.456 0.408  0.14
H: -0.978 -2.099 0.796  0.07
O: -0.920 4.536 3.624  -0.06
C: -1.817 3.460 3.262  -0.20
C: -1.301 2.527 2.177  -0.28
O: -0.173 1.866 2.547  -0.07
H: -0.700 4.945 2.781  0.08
H: -1.974 2.881 4.175  0.12
H: -2.795 3.871 3.001  0.11
H: -0.911 3.051 1.292  0.10
H: -2.100 1.859 1.848  0.11
H: -0.236 1.114 3.156  0.11
O: 2.579 -3.393 -2.208  -0.09
C: 2.109 -3.754 -3.489  -0.22
C: 0.779 -4.572 -3.452  -0.24
O: 0.789 -5.505 -2.407  -0.06
H: 2.083 -2.575 -2.028  0.05
H: 2.058 -2.915 -4.178  0.12
H: 2.862 -4.458 -3.878  0.12
H: 0.885 -5.119 -4.413  0.12
H: -0.127 -3.940 -3.476  0.10
H: 1.041 -4.972 -1.644  0.04
O: 0.775 -1.296 -1.810  -0.09
C: 0.928 -0.322 -0.789  -0.18
C: -0.302 0.440 -0.476  -0.19
O: -1.309 -0.472 0.000  -0.08
H: -0.077 -1.693 -1.609  0.05
H: 1.173 -0.899 0.088  0.11
H: 1.725 0.397 -1.040  0.14
H: -0.683 1.049 -1.308  0.12
H: -0.067 1.150 0.340  0.10
H: -2.181 -0.225 -0.388  0.08
O: -4.077 0.392 -0.113  -0.07
C: -4.680 1.608 -0.456  -0.25
C: -4.170 2.049 -1.812  -0.22
O: -4.834 3.253 -2.305  -0.07
H: -4.111 0.236 0.832  0.06
H: -5.800 1.668 -0.389  0.14
H: -4.323 2.358 0.259  0.11
H: -4.286 1.330 -2.642  0.12
H: -3.079 2.217 -1.681  0.11
H: -4.545 3.947 -1.699  0.07
O: -0.580 0.047 -3.692  -0.07
C: -1.450 -0.858 -4.339  -0.22
C: -2.400 -1.436 -3.303  -0.23
O: -1.643 -2.332 -2.560  -0.11
H: 0.097 -0.403 -3.138  0.05
H: -1.995 -0.343 -5.129  0.12
H: -0.977 -1.686 -4.826  0.11
H: -3.193 -2.020 -3.764  0.12
H: -2.800 -0.644 -2.636  0.11
H: -2.181 -2.791 -1.876  0.08
O: 2.262 3.391 1.656  -0.05
C: 2.666 4.016 2.822  -0.29
C: 3.827 4.805 2.460  -0.29
O: 3.381 5.959 1.821  -0.04
H: 1.521 2.802 1.861  0.06
H: 1.926 4.607 3.330  0.12
H: 2.909 3.270 3.527  0.11
H: 4.482 4.175 1.841  0.13
H: 4.361 5.033 3.394  0.13
H: 4.122 6.242 1.268  0.09

=====

## 2
The following is a DFT calculation (wB97M-V/def2-TZVPD) of 11 unconnected molecules or ions with the total composition C22H66O22.

The SMILES is OCCO.OCCO.OCCO.OCCO.OCCO.OCCO.OCCO.OCCO.OCCO.OCCO.OCCO. The value obtained for the HOMO energy is -9.683 eV. Its frontier orbital gap is 10.05 eV.

Each line ends with the Löwdin charge.
Cartesian coordinates (Å):
O: -5.516 3.620 -0.112  -0.07
C: -5.713 2.722 -1.219  -0.21
C: -5.011 1.416 -0.950  -0.21
O: -3.643 1.382 -1.413  -0.12
H: -5.973 4.438 -0.363  0.11
H: -6.738 2.449 -1.311  0.11
H: -5.331 3.146 -2.128  0.11
H: -5.538 0.605 -1.469  0.12
H: -5.047 1.230 0.127  0.13
H: -3.116 1.894 -0.732  0.08
O: 3.530 -2.927 4.903  -0.05
C: 4.035 -3.094 3.579  -0.23
C: 3.512 -1.949 2.697  -0.17
O: 2.044 -2.076 2.653  -0.12
H: 2.636 -3.227 4.977  0.03
H: 5.125 -2.964 3.566  0.11
H: 3.810 -4.086 3.092  0.13
H: 3.870 -1.973 1.659  0.11
H: 3.808 -0.981 3.164  0.12
H: 1.893 -2.500 1.850  -0.01
O: -3.061 2.781 -3.849  -0.05
C: -2.578 4.062 -3.568  -0.25
C: -1.167 4.075 -4.121  -0.15
O: -0.297 3.156 -3.340  -0.10
H: -3.175 2.354 -3.008  0.02
H: -3.127 4.858 -4.083  0.12
H: -2.599 4.243 -2.514  0.11
H: -0.667 4.973 -3.940  0.10
H: -1.209 3.823 -5.191  0.13
H: -0.657 2.256 -3.426  0.04
O: 1.927 -2.861 0.075  -0.12
C: 1.862 -4.191 -0.342  -0.23
C: 0.524 -4.578 -0.978  -0.24
O: 0.177 -3.880 -2.136  -0.06
H: 1.337 -2.195 -0.424  0.10
H: 2.710 -4.256 -1.107  0.14
H: 2.067 -4.821 0.520  0.12
H: -0.217 -4.456 -0.191  0.10
H: 0.542 -5.662 -1.207  0.13
H: 0.913 -3.495 -2.621  0.10
O: 2.196 2.338 6.175  -0.09
C: 1.673 1.005 5.931  -0.24
C: 1.718 0.721 4.460  -0.20
O: 0.569 1.391 3.795  -0.11
H: 2.589 2.407 7.049  0.08
H: 2.292 0.320 6.602  0.14
H: 0.639 0.849 6.350  0.13
H: 1.619 -0.331 4.262  0.09
H: 2.666 1.123 4.079  0.12
H: 0.679 2.354 4.024  0.10
O: -1.522 2.510 -0.080  -0.10
C: -1.066 3.366 1.021  -0.17
C: -2.283 3.717 1.876  -0.22
O: -3.230 4.586 1.227  -0.06
H: -0.797 2.348 -0.665  0.04
H: -0.309 2.833 1.649  0.11
H: -0.727 4.315 0.574  0.13
H: -1.919 4.202 2.808  0.13
H: -2.760 2.744 2.123  0.13
H: -3.821 4.133 0.649  0.01
O: 0.200 -0.801 -0.607  -0.08
C: 0.512 0.046 0.489  -0.21
C: 1.588 1.059 0.212  -0.24
O: 1.310 1.835 -0.901  -0.06
H: -0.161 -0.211 -1.251  0.06
H: -0.357 0.478 0.936  0.10
H: 1.011 -0.573 1.336  0.14
H: 2.554 0.478 0.054  0.13
H: 1.639 1.719 1.074  0.11
H: 2.114 2.126 -1.367  0.07
O: 1.676 1.843 -4.585  -0.07
C: 0.999 0.884 -5.251  -0.27
C: 0.324 -0.197 -4.368  -0.21
O: -0.406 0.361 -3.302  -0.09
H: 1.080 2.376 -4.034  0.05
H: 0.180 1.308 -5.909  0.14
H: 1.787 0.270 -5.687  0.12
H: 1.156 -0.755 -3.897  0.11
H: -0.241 -0.833 -4.997  0.11
H: -1.189 -0.119 -3.013  0.06
O: -2.124 -1.783 -2.480  -0.09
C: -3.325 -1.994 -1.630  -0.15
C: -3.184 -1.472 -0.188  -0.21
O: -2.111 -1.900 0.638  -0.08
H: -1.465 -2.393 -2.112  0.05
H: -4.223 -1.551 -1.983  0.09
H: -3.556 -3.089 -1.698  0.13
H: -4.077 -1.931 0.328  0.14
H: -3.306 -0.409 -0.139  0.08
H: -1.309 -1.597 0.181  0.05
O: -0.622 -3.968 2.051  -0.12
C: -1.067 -4.663 3.212  -0.22
C: 0.027 -4.787 4.281  -0.21
O: 0.662 -3.531 4.538  -0.08
H: -1.220 -3.250 1.614  0.10
H: -1.785 -4.004 3.697  0.12
H: -1.568 -5.586 2.951  0.11
H: 0.698 -5.529 3.955  0.10
H: -0.434 -5.127 5.174  0.11
H: 0.936 -3.073 3.722  0.04
O: 4.860 0.353 -0.961  -0.08
C: 4.212 0.350 -2.269  -0.23
C: 4.239 1.685 -2.917  -0.24
O: 3.908 2.698 -2.014  -0.03
H: 4.780 -0.562 -0.621  0.09
H: 4.631 -0.412 -2.918  0.12
H: 3.231 -0.080 -2.128  0.10
H: 3.531 1.629 -3.731  0.10
H: 5.262 1.822 -3.244  0.12
H: 4.477 2.624 -1.266  0.08

=====

Unit: kJ/mol. Relative energies: 1 0.0; 2 12.5.

=====

## 1
The following is a DFT calculation (wB97M-V/def2-TZVPD) of 2 unconnected molecules or ions with the total composition C3H4N2OS.

Its multiplicity is 3. The value obtained for the HOMO energy (spin up / spin down) is -6.939 / -10.388 eV. Its frontier orbital gap (spin up / spin down) is 7.72 / 8.24 eV.

Each line ends with the Löwdin charge.
Cartesian coordinates (Å):
C: -1.417 0.290 -0.899  -0.30
C: 0.352 1.636 0.009  -0.36
C: 1.468 -0.883 0.842  -0.68
N: -0.506 1.309 -0.768  0.15
N: -1.534 -0.615 -0.038  0.11
O: 1.233 2.107 0.576  0.20
S: 2.046 -1.566 -0.530  0.63
H: -1.911 0.342 -1.934  0.14
H: 2.125 -0.920 1.849  0.07
H: 0.416 -0.416 0.933  -0.01
H: -2.274 -1.284 -0.040  0.05

=====

## 2
The following is a DFT calculation (wB97M-V/def2-TZVPD) of C3H4N2OS in the gas phase.

Its multiplicity is 3. The value obtained for the HOMO energy (spin up / spin down) is -6.325 / -9.476 eV. Its frontier orbital gap (spin up / spin down) is 6.65 / 6.35 eV.

Each line ends with the Löwdin charge.
Cartesian coordinates (Å):
C: -0.153 0.459 -0.275  -0.59
C: -0.033 -1.738 0.548  -0.68
C: -0.724 1.758 -0.572  -0.15
N: -0.929 -0.830 0.194  0.18
N: 1.265 -1.303 0.449  -0.27
O: -0.260 -2.899 0.872  0.15
S: 1.503 0.170 -0.190  1.05
H: -1.357 1.823 0.283  0.06
H: -1.437 1.841 -1.421  0.09
H: 0.046 2.531 -0.592  0.07
H: 2.080 -1.811 0.704  0.10

=====

Unit: kJ/mol. Relative energies: 1 0.0; 2 33.0.